(1)
Formula: CH5BO2
Source: OMol25
Level of theory: wB97M-V/def2-TZVPD

Atoms and positions in Å:
1 B -0.337 -0.070 0.088
2 C 1.098 0.547 -0.041
3 O -0.605 -1.379 -0.015
4 O -1.331 0.856 0.105
5 H 2.140 -0.798 0.709
6 H 1.347 1.387 0.664
7 H 1.310 0.574 -1.081
8 H -1.536 -1.485 -0.249
9 H -2.086 0.367 -0.180

Computed properties:
Energy relative to the best compared isomer or geometry (same formula, charge and spin): 3.407 eV
Orbital gap: 10.001 eV
Energy: -5888.960 eV
E_LUMO: 0.12 eV

---

(2)
Formula: CH5BO2S
Source: OMol25
Level of theory: wB97M-V/def2-TZVPD

Atoms and positions in Å:
1 B -1.257 -0.030 0.328
2 C 1.800 -0.061 -0.389
3 O -2.018 0.289 1.324
4 O -1.530 -0.172 -0.973
5 S 1.213 -0.807 1.138
6 H 2.677 0.602 -0.225
7 H 0.948 0.593 -0.913
8 H 2.240 -0.729 -1.085
9 H -1.801 0.233 2.229
10 H -2.273 0.081 -1.433

Computed properties:
Energy relative to the best compared isomer or geometry (same formula, charge and spin): 3.111 eV
Orbital gap: 7.678 eV
Energy: -16724.908 eV
E_LUMO: -0.21 eV

---

(3)
Formula: CH5BS
Source: OMol25
Level of theory: wB97M-V/def2-TZVPD

Atoms and positions in Å:
1 B 0.094 -1.086 0.720
2 C -0.422 1.018 -1.409
3 S 0.825 -0.181 1.977
4 H -0.503 -1.934 0.380
5 H -0.939 0.309 -1.990
6 H 0.741 0.998 -1.671
7 H -0.915 1.847 -1.127
8 H 1.120 -0.971 3.120

Computed properties:
Energy relative to the best compared isomer or geometry (same formula, charge and spin): 4.651 eV
Orbital gap (spin up / spin down): 8.706 / 7.672 eV
Energy: -12625.095 eV
E_LUMO (spin up / spin down): 0.13 / 0.25 eV

---

- Among the records above, which one has the highest energy relative to the best compared isomer or geometry (same formula, charge and spin)?
  CH5BS

---

Please write out number 2 again, unchanged.
Formula: CH5BO2S
Source: OMol25
Level of theory: wB97M-V/def2-TZVPD

Atoms and positions in Å:
1 B -1.257 -0.030 0.328
2 C 1.800 -0.061 -0.389
3 O -2.018 0.289 1.324
4 O -1.530 -0.172 -0.973
5 S 1.213 -0.807 1.138
6 H 2.677 0.602 -0.225
7 H 0.948 0.593 -0.913
8 H 2.240 -0.729 -1.085
9 H -1.801 0.233 2.229
10 H -2.273 0.081 -1.433

Computed properties:
Energy relative to the best compared isomer or geometry (same formula, charge and spin): 3.111 eV
Orbital gap: 7.678 eV
Energy: -16724.908 eV
E_LUMO: -0.21 eV